Entry 1:
Here is a cluster of 6 separate species, C31H56BrO16P2 in total in a non-equilibrium geometry from the Open Molecules 2025 dataset. Energies are from ωB97M-V with the def2-TZVPD basis set.

## Properties
HOMO energy = -4.50 eV
calculated total energy = -5675.5372 Eh
gap between HOMO and LUMO = 6.2 eV

Structure (ORCA input):
```
! wB97M-V def2-TZVPD RIJCOSX def2/J DEFGRID3
* xyz -1 1
C 1.556 -5.004 -0.327
C 2.805 -4.359 0.271
O 2.967 -2.966 -0.051
P 2.262 -1.867 0.834
O 2.957 -1.498 2.065
C 1.816 -0.573 -0.335
C 2.263 0.851 -0.028
C 3.736 1.082 -0.356
O 4.542 -0.045 -0.273
P 6.274 0.375 -0.267
O 5.730 2.121 0.073
C 4.446 2.271 0.321
Br 3.711 3.947 -0.748
C 4.127 2.668 1.752
C 4.450 1.573 2.776
C 3.231 1.145 3.564
O 3.566 0.117 4.501
O 0.852 -2.564 1.135
C -0.056 -1.835 1.982
C -0.869 -2.810 2.790
H 1.796 -5.933 -0.835
H 0.876 -5.244 0.489
H 1.020 -4.312 -0.969
H 3.691 -4.839 -0.142
H 2.857 -4.512 1.349
H 2.177 -0.849 -1.325
H 0.724 -0.611 -0.352
H 1.726 1.511 -0.711
H 1.960 1.159 0.973
H 3.724 1.386 -1.416
H 6.650 -1.000 -0.486
H 6.312 0.173 1.149
H 7.644 0.825 -0.255
H 6.154 0.625 -1.676
H 3.081 2.968 1.837
H 4.718 3.556 1.966
H 5.198 1.925 3.488
H 4.858 0.684 2.302
H 2.781 1.981 4.106
H 2.498 0.753 2.858
H 3.275 -0.712 4.103
H -0.714 -1.245 1.345
H 0.479 -1.159 2.650
H -1.683 -2.281 3.285
H -1.309 -3.568 2.142
H -0.260 -3.313 3.539
O 1.848 6.112 1.538
C 1.506 6.950 0.762
O 0.420 7.742 0.988
C 0.164 8.584 -0.154
C 1.499 8.677 -0.887
C 2.117 7.309 -0.583
H -0.617 8.104 -0.742
H -0.205 9.539 0.212
H 1.382 8.888 -1.948
H 2.113 9.467 -0.449
H 1.815 6.551 -1.306
H 3.201 7.315 -0.514
O -2.586 7.078 -1.025
C -2.912 6.989 0.123
O -2.701 7.989 1.006
C -3.050 7.570 2.336
C -4.039 6.422 2.144
C -3.544 5.807 0.835
H -2.136 7.254 2.841
H -3.470 8.425 2.861
H -4.056 5.733 2.985
H -5.046 6.820 2.009
H -2.761 5.065 1.002
H -4.326 5.371 0.220
O -4.238 -0.745 1.701
C -3.824 -0.210 0.714
O -2.508 0.043 0.527
C -2.297 0.775 -0.694
C -3.524 0.476 -1.549
C -4.608 0.293 -0.486
H -2.204 1.834 -0.447
H -1.363 0.436 -1.136
H -3.738 1.252 -2.280
H -3.376 -0.461 -2.087
H -5.085 1.236 -0.216
H -5.369 -0.428 -0.769
O -6.664 -0.323 -4.988
C -6.412 -1.342 -4.419
O -6.282 -1.402 -3.069
C -5.877 -2.721 -2.658
C -6.304 -3.642 -3.797
C -6.167 -2.720 -5.008
H -4.795 -2.719 -2.511
H -6.360 -2.944 -1.710
H -5.707 -4.550 -3.851
H -7.348 -3.929 -3.667
H -5.159 -2.733 -5.426
H -6.882 -2.920 -5.801
O -0.098 -7.731 -1.861
C 0.405 -8.663 -1.309
O 1.023 -8.564 -0.109
C 1.631 -9.817 0.245
C 0.879 -10.874 -0.560
C 0.504 -10.092 -1.819
H 2.690 -9.769 -0.019
H 1.542 -9.944 1.321
H 1.472 -11.768 -0.743
H -0.025 -11.170 -0.026
H 1.289 -10.126 -2.576
H -0.438 -10.397 -2.266
*
```

Löwdin population analysis, charges in e, atoms 1 to 6: -0.07, -0.25, -0.19, 0.50, -0.22, -0.19



Entry 2:
Here is a structure of composition C15H8Cl5N2Sn in a non-equilibrium geometry from the Open Molecules 2025 dataset. Energies are from ωB97M-V with the def2-TZVPD basis set.

## Properties
HOMO energy (alpha / beta) = -16.94 / -16.97 eV
calculated total energy = -3199.9319 Eh
gap between HOMO and LUMO (alpha / beta) = 1.8 / 1.8 eV

Structure (ORCA input):
```
! wB97M-V def2-TZVPD RIJCOSX def2/J DEFGRID3
* xyz 3 1
Sn 1.008 1.272 -0.021
Cl 4.366 1.794 -0.015
C 3.322 3.228 0.029
C 1.987 3.101 0.053
C 1.112 4.096 0.043
Cl -0.632 3.696 0.003
C 1.544 5.374 0.009
Cl 0.444 6.676 -0.031
C 2.924 5.549 -0.027
Cl 3.541 7.100 -0.058
C 3.827 4.487 0.011
Cl 5.521 4.755 -0.012
N -2.331 -0.039 -0.160
C -2.376 -1.450 -0.023
C -3.581 -2.057 -0.034
C -3.782 -3.428 0.039
C -2.691 -4.252 0.086
C -1.421 -3.692 0.008
C -0.264 -4.462 0.000
C 0.946 -3.842 -0.003
C 1.027 -2.434 -0.022
N -0.011 -1.656 -0.050
C -1.227 -2.250 -0.053
H -1.465 0.417 0.259
H -3.249 0.393 -0.160
H -4.446 -1.436 -0.018
H -4.825 -3.761 0.027
H -2.817 -5.257 0.089
H -0.349 -5.546 0.057
H 1.866 -4.417 0.015
H 2.033 -1.959 -0.042
*
```

natural (NBO) population analysis, charges in e, atoms 1 to 6: 1.34, 0.08, 0.00, -0.73, 0.09, 0.04



Entry 3:
Here is a cluster of 2 separate species, C5H12N in total in a non-equilibrium geometry from the Open Molecules 2025 dataset. Energies are from ωB97M-V with the def2-TZVPD basis set.

## Properties
expectation value of S² = 1.7594
HOMO energy (alpha / beta) = -18.52 / -19.17 eV
calculated total energy = -251.5127 Eh
gap between HOMO and LUMO (alpha / beta) = 5.3 / 7.3 eV

Structure (ORCA input):
```
! wB97M-V def2-TZVPD RIJCOSX def2/J DEFGRID3
* xyz 2 2
C 0.849 -0.459 -1.782
C 1.608 0.878 -1.554
C 1.028 1.759 -0.408
C 0.692 1.028 0.821
C -0.195 -0.041 0.831
N -3.293 -2.200 2.125
H 0.556 -0.804 -0.763
H 1.509 -1.194 -2.238
H 0.012 -0.297 -2.455
H 1.510 1.465 -2.467
H 2.665 0.715 -1.371
H 0.129 2.310 -0.738
H 1.770 2.495 -0.115
H 1.261 1.326 1.703
H -0.412 -0.600 1.735
H -4.031 -1.488 2.255
H -3.116 -2.748 2.979
H -2.541 -2.145 1.441
*
```

natural (NBO) population analysis, charges in e, atoms 1 to 6: -0.57, -0.37, -0.52, 0.06, 0.17, -0.30



Entry 4:
Here is an isolated molecule of C5H11N from the Open Molecules 2025 dataset. Energies are from ωB97M-V with the def2-TZVPD basis set.

## Properties
HOMO energy = -8.68 eV
structure (SMILES) = CCN1C[C@H]1C
calculated total energy = -251.8114 Eh
gap between HOMO and LUMO = 9.8 eV

Structure (ORCA input):
```
! wB97M-V def2-TZVPD RIJCOSX def2/J DEFGRID3
* xyz 0 1
C -1.776 0.560 -1.080
C -1.146 0.488 0.300
N -0.458 -0.765 0.617
C 0.412 -1.426 -0.342
C 0.985 -0.745 0.845
C 1.816 0.506 0.655
H -2.262 1.536 -1.216
H -0.998 0.477 -1.847
H -2.508 -0.237 -1.244
H -0.473 1.345 0.396
H -1.906 0.629 1.075
H 0.350 -2.512 -0.344
H 0.564 -0.990 -1.335
H 1.283 -1.347 1.709
H 2.844 0.243 0.377
H 1.849 1.094 1.578
H 1.426 1.145 -0.142
*
```

natural (NBO) population analysis, charges in e, atoms 1 to 6: -0.62, -0.22, -0.41, -0.26, -0.07, -0.64



Entry 5:
Here is a cluster of 2 separate species, C6H5ClN2 in total in a non-equilibrium geometry from the Open Molecules 2025 dataset. Energies are from ωB97M-V with the def2-TZVPD basis set.

## Properties
HOMO energy = -10.12 eV
structure (SMILES) = N#Cc1ccccn1.Cl
calculated total energy = -801.3103 Eh
gap between HOMO and LUMO = 10.0 eV

Structure (ORCA input):
```
! wB97M-V def2-TZVPD RIJCOSX def2/J DEFGRID3
* xyz 0 1
N 3.474 -0.062 -0.919
C 2.349 -0.072 -0.738
C 0.951 0.007 -0.451
C 0.459 1.105 0.259
C -0.878 1.366 0.218
C -1.737 0.470 -0.430
C -1.184 -0.685 -0.905
N 0.121 -0.940 -0.921
H 1.081 1.748 0.907
H -1.276 2.228 0.716
H -2.837 0.646 -0.618
H -1.724 -1.540 -1.278
Cl 0.272 -2.476 1.696
H 0.927 -1.793 2.463
*
```

natural (NBO) population analysis, charges in e, atoms 1 to 6: -0.28, 0.26, 0.07, -0.21, -0.17, -0.23



Entry 6:
Here is the ion C4H11NO with charge +1 in a non-equilibrium geometry from the Open Molecules 2025 dataset. Energies are from ωB97M-V with the def2-TZVPD basis set.

## Properties
expectation value of S² = 0.7542
HOMO energy (alpha / beta) = -15.03 / -15.02 eV
calculated total energy = -288.6491 Eh
gap between HOMO and LUMO (alpha / beta) = 11.7 / 6.7 eV

Structure (ORCA input):
```
! wB97M-V def2-TZVPD RIJCOSX def2/J DEFGRID3
* xyz 1 2
C -1.406 1.250 -0.232
N -0.895 0.414 0.847
C 1.557 0.778 0.927
C 0.426 -0.260 0.635
C 0.630 -0.771 -0.780
O -0.322 -1.707 -1.297
H -1.500 0.707 -1.176
H -0.622 1.993 -0.419
H -2.357 1.639 0.140
H -0.855 0.940 1.720
H 1.765 1.320 0.006
H 2.428 0.162 1.121
H 1.355 1.462 1.732
H 0.523 -1.113 1.310
H 0.739 0.089 -1.455
H 1.555 -1.350 -0.918
H -1.179 -1.315 -1.123
*
```

natural (NBO) population analysis, charges in e, atoms 1 to 6: -0.48, -0.09, -0.60, -0.13, -0.11, -0.66